Below is C17H14F9N4O6S3 as an isolated structure at a distorted geometry, with properties calculated with the ωB97M-V functional and the def2-TZVPD basis.

The calculation puts the molar mass at 637.50 g mol⁻¹. The calculation puts the LUMO energy at 2.48 eV. The calculation puts the total energy at -93063.8749 eV. As for the HOMO energy: -6.25 eV. The charge is -1. As for the spin multiplicity: 1.

The geometry in XYZ format:
```
53
C17H14F9N4O6S3 | the OMol25 dataset | the ωB97M-V functional and the def2-TZVPD basis
O -6.10940 0.55982 -1.67263
S -4.87810 -0.15880 -1.80092
O -4.79318 -0.94145 -2.99804
N -3.67009 0.92301 -1.64421
S -2.27955 0.36761 -2.17901
O -1.88467 -0.93045 -1.68176
O -2.11740 0.44114 -3.59593
S -0.71970 1.68874 -1.46973
O 0.51332 1.09665 -1.90273
O -0.84673 3.00030 -2.02659
C -0.57830 1.77210 0.41234
F 0.40529 0.94537 0.77820
F -0.15211 3.01614 0.69124
C -1.87556 1.55155 1.22169
F -2.38008 0.32598 1.09083
F -2.77256 2.42598 0.73170
C -1.75263 1.86231 2.74682
F -1.57686 3.15775 3.01301
F -2.93846 1.52647 3.29022
C -0.66818 1.03002 3.50399
F -0.49270 -0.19519 3.03823
F -1.08544 0.89739 4.77530
F 0.49336 1.68539 3.57582
C -4.79255 -1.29735 -0.43392
C -5.36365 -1.01986 0.79400
C -5.20027 -1.95463 1.78321
N -4.55777 -3.10553 1.70954
C -4.04658 -3.38166 0.51387
C -4.15754 -2.50224 -0.53292
H -5.91257 -0.10019 0.94538
H -5.64467 -1.71537 2.75029
H -3.50256 -4.30787 0.36708
H -3.70105 -2.76242 -1.48231
N 2.88189 0.32250 2.17085
C 3.09463 -0.85823 1.51657
C 4.40208 -0.88781 1.11486
C 5.00619 0.32231 1.55037
C 4.04194 1.04583 2.20256
H 2.00792 0.61385 2.56457
H 2.29738 -1.57122 1.38941
H 4.87405 -1.68674 0.56706
H 6.02879 0.62654 1.39951
H 4.07984 2.01054 2.67977
N 4.04694 -0.05747 -2.68249
C 4.25418 -1.23470 -3.34257
C 5.56037 -1.26282 -3.75736
C 6.16540 -0.05291 -3.32338
C 5.20453 0.66626 -2.66128
H 3.17418 0.23170 -2.27317
H 3.45695 -1.94856 -3.46115
H 6.02938 -2.06123 -4.30864
H 7.18699 0.25341 -3.47843
H 5.24534 1.62803 -2.17913
```